A structure of composition C11H15Cl2F3N2O13Pd at a distorted geometry. Source: OMol25; level of theory: ωB97M-V/def2-TZVPD.

Geometry as XYZ:
```
47
Properties=species:S:1:pos:R:3:forces:R:3
H 2.934395 -1.350947 4.225230 0.12 0.05 -0.11
F 1.362392 -2.664237 -4.840330 -0.20 0.13 -0.08
O -1.388413 1.046544 2.114277 -0.14 -0.10 0.54
H 1.970318 -2.643627 3.381597 0.12 0.13 -0.17
C -0.188276 -0.349923 -3.150881 0.58 -0.19 0.04
C -3.944642 1.237337 -2.515545 0.42 0.08 -0.11
C 4.963376 -2.213135 -0.967489 0.79 0.36 0.13
Cl 1.247436 1.954397 0.286133 -0.41 -0.66 -0.08
O -0.420513 0.106708 -4.391249 0.10 0.04 -0.26
Cl -1.457784 -2.122287 0.060612 0.46 0.87 -0.07
O 1.777974 -1.238616 -0.374534 0.23 -0.45 -0.53
C -3.075221 2.905778 4.394432 0.65 0.13 -0.22
H -4.131398 4.168805 2.953667 -0.14 -0.35 -0.18
H 5.463482 -0.380509 0.019926 -0.72 0.25 0.03
C -3.150119 3.740174 3.134575 0.12 0.41 0.01
H -1.265408 -1.135065 -5.739989 0.10 -0.07 -0.23
O 1.411858 0.462305 3.562649 -0.26 -0.03 0.04
O 0.283470 -1.617075 -3.175238 -0.40 -0.05 -0.25
O -0.343530 0.286065 -2.165513 -0.14 0.40 -0.27
H -3.203492 0.531819 -2.871514 -0.14 -0.14 -0.02
H -2.721742 3.443721 5.270806 -0.25 -0.10 0.16
H -3.877757 2.158814 -3.087016 -0.14 0.06 0.06
O 3.645590 -2.022333 -1.365110 -0.24 0.10 -0.32
C 2.927176 -1.494276 -0.337756 0.12 -0.36 0.64
C 1.956339 -1.724563 3.956857 -0.31 -0.64 0.49
O -2.749508 2.822823 2.122345 -0.08 0.18 0.18
F -4.256734 2.281062 4.651322 -0.15 0.01 0.17
C -0.269795 -0.958830 -5.332864 -0.92 -0.20 0.29
O -2.110543 1.938695 4.061588 -0.12 -0.02 0.09
O -4.266950 2.374667 -0.537112 -0.17 0.17 0.16
H 0.414557 -0.708233 -6.135725 0.28 0.05 0.17
H -0.571665 -2.963998 -4.439097 0.08 -0.13 -0.07
H -4.955643 0.848729 -2.518626 -0.04 -0.03 0.01
H 1.386300 -1.909255 4.867597 -0.03 0.17 -0.03
O -2.614719 0.987527 -0.648969 -0.29 0.24 0.13
Pd -0.134562 -0.040965 0.215493 -0.71 0.36 0.03
N 1.253552 -0.677108 3.191610 0.57 0.46 -0.27
O 3.715850 -1.362381 0.756703 -0.10 0.72 -0.32
O 0.627096 -1.029315 2.209999 0.13 -0.48 0.70
H 5.659546 -1.898844 -1.743156 -0.21 0.01 -0.16
C -2.021865 1.855129 2.704645 -0.02 -0.05 -0.63
N -3.575773 1.562342 -1.109299 0.19 -0.26 -0.20
H -2.431641 4.563636 3.162054 0.05 -0.08 0.10
C 0.149678 -2.150888 -4.467869 0.51 0.05 0.14
C 5.049769 -1.358396 0.288267 1.10 -0.46 0.21
H 5.719040 -1.725052 1.064819 -0.19 -0.44 -0.09
F 5.208478 -3.537198 -0.742329 -0.24 -0.13 0.19
```
Forces are in eV/Å.

Its expectation value of S² is 2.004. As for the net charge: 0. For the energy above the lowest of the compared OMol25 structures with the same formula, charge and spin, the calculation gives 0.00 kJ/mol. The lowest unoccupied orbital energy (spin up / spin down) is 0.5 / -1.4 eV. The total energy comes out at -77919.127 eV. The HOMO-LUMO gap (spin up / spin down) comes out at 0.325 / 0.258 hartree. The strongest force on any atom comes out at 0.0236 hartree/bohr. Its multiplicity is 3. The calculation puts the highest occupied orbital energy (spin up / spin down) at -0.306 / -0.309 Eh.


The molecule C5H8N2O at a distorted geometry. Source: OMol25; level of theory: ωB97M-V/def2-TZVPD.

Geometry as XYZ:
```
16
Properties=species:S:1:pos:R:3:forces:R:3
C -0.243784 -0.214449 0.259519 -0.50 1.51 -1.18
H 0.763200 -1.563747 1.359569 -0.91 0.93 0.48
C -1.646509 -0.624202 0.685889 0.69 -3.02 1.65
C -0.348337 1.321305 0.088664 1.97 1.54 0.05
H 2.406457 -0.935567 0.043688 0.27 0.49 0.35
N 0.741643 -0.521702 1.297303 0.14 -2.24 -0.50
H -1.580892 -1.684228 1.145447 -0.03 1.38 -0.84
H 2.260546 0.867484 0.690758 0.22 -3.05 0.34
H 2.786345 -0.526504 1.777571 0.12 -0.21 0.23
C 0.012150 -0.578448 -1.160022 -0.07 -0.34 3.19
H 0.499159 1.882283 0.654471 -1.39 -0.50 -0.31
N 0.122532 -0.906730 -2.231452 0.45 -0.75 -2.86
C 2.150522 -0.326373 0.932143 -0.38 3.77 -1.58
H -1.790136 -0.017931 1.564001 -0.99 0.39 0.15
O -1.061899 1.900286 -0.684597 0.04 -0.62 0.78
H -2.442964 -0.692054 -0.056852 0.36 0.73 0.06
```
Forces are in eV/Å.

As for the net charge: 0. For the energy above the lowest of the compared OMol25 structures with the same formula, charge and spin, the calculation gives 231.53 kJ/mol. The lowest unoccupied orbital energy is 0.5 eV. The total energy comes out at -10340.326 eV. The HOMO-LUMO gap comes out at 0.393 hartree. The strongest force on any atom comes out at 0.0797 hartree/bohr. The structure (SMILES) is CN[C@](C)(C#N)C=O. The calculation puts the highest occupied orbital energy at -0.374 Eh.